1.
The following is a DFT calculation (ωB97M-V with the def2-TZVPD basis set) of a structure of composition C13H20BrCl3N3O3RuSi.

HOMO (alpha / beta) = -14.8 / -14.7 eV
gap between HOMO and LUMO (alpha / beta) = 0.3228 / 0.2600 Ha
largest force on an atom = 0.33 eV Å⁻¹
2S+1 = 2
<S²> = 0.75
molecular weight = 581.7 g mol⁻¹
charge = +2

Geometry as XYZ:
```
45
Properties=species:S:1:pos:R:3:forces:R:3
Ru 0.1947 -0.4441 0.0839 -0.304 -0.045 0.114
C -1.8449 3.9729 2.0795 -0.005 0.013 0.008
N -2.0483 2.5943 1.6264 -0.021 0.024 0.007
C -3.4014 2.0696 1.8533 -0.015 -0.006 0.008
C -1.1111 1.8456 1.1128 0.048 -0.018 -0.020
O -1.3483 0.6303 0.7981 0.199 -0.020 -0.068
C 0.2872 2.4203 0.9091 -0.017 -0.062 0.026
O 1.1478 1.4531 0.2877 0.003 0.040 0.005
C 1.7966 1.8438 -0.9349 0.004 -0.027 0.024
C 1.0249 1.2927 -2.1332 -0.035 0.054 -0.131
O 0.1633 0.3957 -1.9310 0.198 -0.052 0.179
N 1.2914 1.7526 -3.3341 -0.023 -0.030 -0.006
C 2.3223 2.7496 -3.6288 0.013 0.000 0.002
C 0.5682 1.2405 -4.5037 0.002 0.004 0.002
H -2.5524 4.6229 1.5679 0.001 -0.002 -0.006
H -0.8381 4.3243 1.8842 0.006 -0.004 -0.001
H -2.0297 4.0235 3.1519 -0.010 -0.002 -0.004
H -4.1174 2.7887 1.4608 0.002 0.004 0.003
H -3.5649 1.9502 2.9237 0.004 -0.001 0.000
H -3.5238 1.1187 1.3501 0.005 0.002 -0.004
H 0.7257 2.6693 1.8775 -0.013 0.014 0.000
H 0.2400 3.3222 0.2994 -0.014 0.002 -0.006
H 2.7924 1.3981 -0.9073 0.003 0.019 0.015
H 1.8994 2.9266 -0.9612 -0.002 0.002 -0.005
H 3.0260 2.8635 -2.8101 -0.004 -0.006 0.006
H 1.8634 3.7110 -3.8585 -0.002 0.001 0.003
H 2.8816 2.4132 -4.4998 0.002 0.006 0.001
H -0.3232 0.7124 -4.1867 -0.001 0.000 0.003
H 1.2147 0.5698 -5.0690 0.002 0.000 0.002
H 0.2938 2.0846 -5.1335 -0.002 -0.002 0.000
Br -1.0354 -4.8118 -3.3787 -0.001 0.003 0.005
C -1.4825 -3.8593 -1.8308 -0.020 -0.010 0.011
C -2.5800 -4.2074 -1.0574 0.016 0.015 -0.012
C -2.8569 -3.4537 0.0718 0.012 0.016 0.014
C -2.0355 -2.3941 0.3984 -0.051 -0.031 0.011
N -0.9726 -2.0694 -0.3508 0.011 0.018 0.009
C -0.7013 -2.7837 -1.4507 0.028 -0.013 -0.043
H -3.2027 -5.0466 -1.3357 0.001 -0.003 0.001
H -3.7023 -3.6879 0.7026 -0.001 -0.004 -0.003
H -2.2145 -1.7842 1.2727 0.007 -0.006 -0.002
H 0.1561 -2.4852 -2.0382 -0.003 0.005 0.017
Cl 2.2435 -0.7223 3.2274 -0.032 0.029 -0.028
Si 1.1377 -1.6257 1.8066 0.137 0.056 -0.047
Cl 0.6046 -3.4598 2.4177 -0.031 -0.005 -0.037
Cl 2.2840 -1.7505 -0.0384 -0.096 0.024 -0.054
```
Positions in Å, forces in eV/Å.

These are the natural (NBO) partial charges, in e, on atoms 1 to 6:
1. Ru 0.699
2. C -0.419
3. N -0.318
4. C -0.425
5. C 0.665
6. O -0.626

***

2.
The following is a DFT calculation (ωB97M-V with the def2-TZVPD basis set) of a structure of composition C13H20BrF3N2O5P2PtS.

HOMO (alpha / beta) = -14.7 / -15.8 eV
gap between HOMO and LUMO (alpha / beta) = 0.3459 / 0.2294 Ha
largest force on an atom = 0.54 eV Å⁻¹
2S+1 = 5
<S²> = 6.01
molecular weight = 710.3 g mol⁻¹
charge = +2

Geometry as XYZ:
```
48
Properties=species:S:1:pos:R:3:forces:R:3
Pt -0.6207 -0.7756 0.5246 -0.050 0.168 0.506
C 1.9156 -1.5422 2.8507 -0.011 -0.025 -0.004
P 1.6421 -0.6970 1.2839 0.114 -0.020 -0.022
C 2.1436 1.0263 1.4835 0.021 0.003 0.035
C 2.8085 -1.4718 0.1058 -0.012 0.033 -0.051
C 2.9900 -0.7506 -1.2358 0.060 0.014 0.018
P 1.6271 -0.8285 -2.4416 -0.020 0.013 0.019
C 1.4319 -2.4695 -3.1324 0.023 -0.024 -0.008
C 1.9087 0.4034 -3.7065 0.052 0.001 -0.034
H 2.9607 -1.4569 3.1532 0.004 0.012 -0.011
H 1.6530 -2.5959 2.7542 0.003 0.001 0.000
H 1.2837 -1.0947 3.6179 0.000 -0.005 -0.001
H 3.2155 1.1035 1.6764 0.003 -0.021 0.001
H 1.6067 1.4477 2.3346 -0.003 0.004 -0.008
H 1.8818 1.6009 0.5953 0.006 -0.001 -0.003
H 2.5001 -2.5112 -0.0291 -0.030 0.003 -0.004
H 3.7790 -1.4990 0.6100 -0.010 -0.007 0.020
H 3.8642 -1.1679 -1.7503 -0.009 -0.024 -0.004
H 3.2077 0.3100 -1.0900 -0.022 0.007 -0.001
H 2.3134 -2.7348 -3.7229 0.008 0.023 0.001
H 0.5554 -2.4648 -3.7808 -0.012 -0.010 0.003
H 1.2950 -3.1997 -2.3355 0.003 -0.009 -0.017
H 2.8969 0.2640 -4.1535 0.008 -0.013 0.020
H 1.8462 1.3990 -3.2673 -0.004 0.002 -0.007
H 1.1386 0.2994 -4.4686 0.011 0.007 -0.003
O -4.3248 2.3197 4.4399 -0.003 0.003 0.001
C -3.4908 1.7589 3.5827 0.012 0.019 -0.016
C -2.8675 2.4405 2.5296 -0.005 0.017 -0.002
C -2.0263 1.7485 1.6981 0.001 -0.041 0.020
N -1.7663 0.4374 1.8681 -0.054 0.007 -0.079
C -2.3774 -0.2022 2.8735 0.014 0.012 0.005
Br -1.9866 -2.0441 2.9592 0.073 -0.023 -0.016
C -3.2333 0.3922 3.7555 -0.008 -0.029 0.027
H -4.4775 3.2575 4.2587 0.005 -0.008 -0.001
H -3.0474 3.4932 2.3578 0.001 -0.001 0.000
H -1.5322 2.2249 0.8633 -0.013 0.017 0.008
H -3.7120 -0.1595 4.5513 -0.003 0.001 -0.001
F -2.6609 2.1796 -3.5243 -0.015 0.001 -0.012
C -1.7514 2.3146 -2.5866 0.056 0.041 -0.038
F -2.1919 3.1169 -1.6275 0.011 0.016 0.041
F -0.6292 2.8113 -3.1016 -0.062 -0.051 0.031
S -1.3847 0.6605 -1.8608 0.086 0.079 0.239
O -0.9016 -0.1685 -2.9390 0.001 0.042 -0.028
O -0.2799 0.9788 -0.8655 -0.137 -0.223 -0.307
O -2.5499 0.2107 -1.1424 -0.063 -0.007 -0.210
O -2.3148 -3.1054 -2.1601 -0.088 -0.048 -0.054
C -1.5862 -2.7696 -1.3374 0.128 0.016 0.056
N -0.7520 -2.4897 -0.4683 -0.070 0.028 -0.109
```
Positions in Å, forces in eV/Å.

These are the natural (NBO) partial charges, in e, on atoms 1 to 6:
1. Pt 1.186
2. C -0.961
3. P 1.040
4. C -0.974
5. C -0.729
6. C -0.780

***

3.
The following is a DFT calculation (ωB97M-V with the def2-TZVPD basis set) of an isolated molecule of C13H20ClNO3S in a non-equilibrium geometry.

HOMO = -8.7 eV
gap between HOMO and LUMO = 0.3441 Ha
largest force on an atom = 1.19 eV Å⁻¹
molecular weight = 305.8 g mol⁻¹
SMILES = CCN(CC)S(=O)(=O)c1c(OC)cc(C)c(Cl)c1C

Geometry as XYZ:
```
39
Properties=species:S:1:pos:R:3:forces:R:3
C -2.7769 -2.9116 0.2411 0.073 0.348 -0.033
C -2.7843 -1.4035 0.4613 -0.348 -0.185 0.398
N -1.5656 -0.7733 -0.0115 0.325 1.000 0.559
C -1.3195 -0.7452 -1.4401 0.073 0.121 -0.540
C -2.4310 -0.1300 -2.2874 0.125 -0.077 0.180
S -1.2021 0.6812 0.7452 0.016 -0.371 -0.133
O -1.7963 1.7670 0.0169 0.243 -0.006 -0.197
O -1.5457 0.5633 2.1354 0.020 -0.196 0.063
C 0.5913 0.7329 0.5587 -0.782 0.217 -0.112
C 1.2452 1.8762 0.0909 0.255 0.143 -0.062
O 0.7246 3.1188 0.0316 0.109 -0.249 -0.387
C -0.0908 3.5988 1.0903 -0.179 0.428 0.240
C 2.5631 1.7560 -0.3617 -0.263 -0.041 0.080
C 3.2558 0.5638 -0.2878 -0.131 0.029 0.074
C 4.6575 0.4444 -0.7924 -0.011 0.058 0.011
C 2.6188 -0.5156 0.3256 -0.372 0.209 0.008
Cl 3.5040 -1.9884 0.5280 0.158 -0.259 0.016
C 1.2991 -0.4535 0.7605 0.424 -0.237 0.032
C 0.6869 -1.6218 1.4632 0.055 -0.205 0.153
H -2.7893 -3.1528 -0.8187 -0.011 -0.111 -0.113
H -3.6608 -3.3443 0.7021 -0.082 -0.070 0.001
H -1.8952 -3.3576 0.6922 0.095 -0.086 0.043
H -2.8290 -1.1838 1.5291 -0.192 -0.116 -0.080
H -3.6704 -0.9603 -0.0105 0.045 -0.005 0.079
H -0.4037 -0.1630 -1.5704 0.031 -0.181 -0.212
H -1.1172 -1.7705 -1.7662 0.098 0.091 0.041
H -2.0915 -0.0419 -3.3162 -0.010 -0.017 -0.118
H -2.6699 0.8593 -1.9073 -0.085 0.029 -0.096
H -3.3257 -0.7474 -2.2725 -0.121 -0.044 -0.057
H -1.0711 3.8648 0.6976 0.145 -0.021 0.083
H 0.4047 4.4867 1.4937 -0.041 -0.116 0.020
H -0.2183 2.8553 1.8779 0.064 0.086 0.026
H 3.0342 2.6387 -0.7643 0.055 0.121 -0.029
H 5.3327 0.1964 0.0255 0.083 -0.028 -0.007
H 4.7254 -0.3568 -1.5268 0.066 -0.033 -0.033
H 4.9817 1.3742 -1.2497 0.037 0.064 -0.036
H -0.1870 -1.3105 2.0238 0.051 -0.188 0.097
H 1.4175 -2.0558 2.1446 -0.009 0.007 0.020
H 0.3985 -2.3903 0.7484 -0.008 -0.108 0.019
```
Positions in Å, forces in eV/Å.

These are the natural (NBO) partial charges, in e, on atoms 1 to 6:
1. C -0.614
2. C -0.232
3. N -0.685
4. C -0.226
5. C -0.640
6. S 2.328

***

4.
The following is a DFT calculation (ωB97M-V with the def2-TZVPD basis set) of the ion C13H20I2N3O2S with charge +1 in a non-equilibrium geometry.

HOMO = -11.7 eV
gap between HOMO and LUMO = 0.3183 Ha
largest force on an atom = 1.26 eV Å⁻¹
molecular weight = 536.2 g mol⁻¹
SMILES = O=C(I)C[C@@]1(CCSc2nnco2)C[NH2+]C[C@H]1CCCI
charge = +1

Geometry as XYZ:
```
41
Properties=species:S:1:pos:R:3:forces:R:3
O 2.9598 1.4562 0.9003 -0.195 0.278 0.658
C 3.1977 0.9268 -0.1280 0.558 -0.190 -0.386
I 5.2544 0.6396 -0.7044 -0.061 0.012 -0.038
C 2.1897 0.3504 -1.0808 -0.312 0.173 -0.167
C 1.2405 -0.7115 -0.4702 1.102 -0.607 0.067
C 0.7132 -1.6224 -1.6239 -0.714 0.383 -0.073
C -0.7546 -1.4936 -2.1066 0.311 -0.239 0.115
S -1.8553 -2.7964 -1.4252 0.245 -0.200 -0.208
C -3.0034 -1.9211 -0.4767 0.217 0.074 0.157
N -3.0397 -1.8702 0.8102 0.250 0.101 0.010
N -4.1373 -1.0973 1.1367 0.012 -0.060 0.436
C -4.6711 -0.7583 0.0256 -0.289 0.230 0.234
O -4.0260 -1.2350 -1.0465 0.100 -0.056 -0.313
C 2.0792 -1.6205 0.4628 -0.165 -0.305 0.085
N 1.8597 -1.1423 1.8949 0.069 -0.291 -0.672
C 0.7527 -0.1123 1.8752 0.381 0.276 0.667
C 0.1808 -0.1853 0.4858 -1.131 0.338 -0.102
C -0.6128 1.0709 0.0607 0.477 -0.102 -0.131
C -0.3205 2.3521 0.8177 0.066 0.332 -0.070
C -0.9319 3.5581 0.1040 -0.164 -0.115 0.056
I -2.1507 4.7573 1.3718 0.021 0.072 0.002
H 2.7316 -0.0588 -1.9190 0.060 -0.245 -0.181
H 1.6135 1.1865 -1.4723 -0.103 0.209 -0.038
H 1.3450 -1.4866 -2.4923 0.175 0.103 -0.171
H 0.8383 -2.6585 -1.3428 0.093 -0.301 0.106
H -1.1951 -0.5223 -1.9597 -0.162 0.302 0.172
H -0.7696 -1.6685 -3.1732 0.005 -0.028 -0.260
H -5.5433 -0.1485 -0.0911 -0.183 0.106 -0.242
H 3.1323 -1.6676 0.2163 0.314 0.309 0.169
H 1.7553 -2.6513 0.4508 -0.365 -0.147 -0.080
H 2.7412 -0.8128 2.2811 -0.119 0.271 0.234
H 1.5405 -1.9405 2.4320 0.202 -0.091 0.279
H 0.0417 -0.3671 2.6516 -0.213 -0.194 0.010
H 1.1712 0.8395 2.1491 0.276 0.218 -0.108
H -0.5509 -0.9692 0.5598 -0.443 -0.627 -0.165
H -1.6715 0.8563 0.1151 -0.361 -0.059 0.073
H -0.3999 1.2609 -0.9865 -0.035 0.007 -0.297
H 0.7486 2.5161 0.8888 0.251 0.001 0.065
H -0.6981 2.2982 1.8310 -0.082 -0.126 0.261
H -1.5794 3.2480 -0.7029 -0.236 -0.050 -0.154
H -0.1761 4.2012 -0.3194 0.148 0.237 0.001
```
Positions in Å, forces in eV/Å.

These are the natural (NBO) partial charges, in e, on atoms 1 to 6:
1. O -0.550
2. C 0.493
3. I 0.093
4. C -0.567
5. C 0.006
6. C -0.410